1.
Computed, not measured: an isolated ion of composition C15H24FN4O2 and charge +1 in a non-equilibrium geometry, with wB97M-V/def2-TZVPD.

Each line ends with the Löwdin charge.
Cartesian coordinates (Å):
H 4.0828 -0.7580 1.0668  0.09
H -4.4572 -0.7862 1.8641  0.10
C 2.0271 0.8528 -0.1360  -0.18
C 4.7944 0.1183 1.3105  -0.28
H 3.9360 0.1757 -1.2902  0.10
H 5.8609 -0.2470 1.0738  0.12
H 3.4976 1.9820 -1.5004  0.12
H 1.5224 -1.0330 -3.4410  0.18
H 3.9398 2.2336 1.0915  0.11
C -6.0712 0.9844 1.7853  -0.05
C 3.4745 1.0912 -0.7872  -0.21
N 0.9931 -2.4692 0.0966  0.13
H -5.3827 4.4860 0.5267  0.10
H 1.1607 -4.3775 -0.9201  0.16
O -2.2060 0.7622 0.6911  -0.11
H 1.1767 1.2387 -2.1636  0.15
F -1.5796 -2.0442 1.2512  0.10
H -1.9937 0.1062 -1.3345  0.16
H 1.8007 1.7915 0.5042  0.13
H 2.5288 -1.3535 -1.8854  0.13
N -1.1917 -1.3045 0.1789  0.03
C 1.4820 -1.3838 -2.3418  -0.13
H -3.2112 -0.8645 -0.3547  0.17
C -4.6640 0.3150 1.5938  0.00
N 0.4321 -0.6749 -1.5572  -0.04
H 2.6700 -3.3333 -1.0767  0.15
C 1.5134 -3.2901 -1.0634  -0.18
C 0.8178 0.7273 -1.1881  -0.14
H 5.0727 -0.4340 3.2499  0.07
H 2.1184 -0.0126 0.6031  0.10
H 3.6123 0.2584 3.0521  0.06
H -6.8820 0.2926 2.2244  0.10
C -3.5426 1.2232 0.9620  -0.20
H -0.0885 1.3398 -0.8176  0.13
O 1.0890 -2.7967 -2.3440  -0.10
C 0.0159 -1.4667 -0.3940  -0.09
N 4.6142 0.3820 2.7960  -0.04
C -6.3592 2.4798 1.4078  -0.05
C -2.2081 -0.2942 -0.2884  -0.09
C -5.2350 3.3808 0.8013  -0.04
H -7.3800 2.9689 1.5465  0.09
H 5.4313 1.9525 0.0440  0.12
C -3.8415 2.7121 0.6061  0.00
H -3.0165 3.3582 0.1596  0.10
C 4.4755 1.4501 0.4565  -0.19
H 0.5442 -3.1267 0.7517  0.13

Atomic forces in eV per Å
1.026 1.316 -0.357
-0.472 2.057 -0.429
0.290 0.859 -0.064
-0.425 0.165 0.009
-0.903 1.159 0.439
-1.631 0.662 0.620
-0.300 -1.300 0.796
-0.367 -0.307 1.969
0.836 -1.156 -0.609
2.563 1.356 -1.169
0.818 0.441 1.356
-3.360 1.385 -1.779
0.169 -2.054 0.510
0.283 1.797 -0.465
-1.927 -0.802 -0.696
-0.760 -0.937 1.466
0.646 0.218 -0.556
0.346 -0.847 1.459
0.361 -1.509 -1.045
-1.369 0.406 -0.485
1.173 1.586 -2.396
0.399 -1.436 -0.810
1.540 0.973 0.393
-0.396 4.077 -1.375
-0.520 -0.961 2.466
-1.793 0.362 0.410
1.409 -1.771 -0.797
0.659 1.670 -0.015
-0.337 0.921 -0.094
-0.439 0.993 -1.089
0.919 0.287 -0.453
1.341 1.525 -0.804
-3.907 2.056 0.703
1.327 -1.286 -0.583
0.642 1.269 1.744
2.261 -1.590 -0.127
0.310 -1.393 -0.562
3.392 -0.957 -0.733
-1.196 -0.192 0.430
0.892 -4.580 1.358
1.546 -1.115 -0.089
-1.475 -0.991 0.757
-2.248 -1.521 0.922
-1.122 -1.179 0.722
-0.406 -0.325 -0.800
0.202 0.667 -0.147

Summary:
Kohn-Sham gap, hartree: 0.27932
E_tot, eV: -28701.1242
Structure (SMILES): NCCCCCN1COCN/C1=[N+](\F)COc1ccccc1
Total charge: +1

2.
Computed, not measured: C4H5CrLiO2 as an isolated structure in a non-equilibrium geometry, with wB97M-V/def2-TZVPD.

Each line ends with the Löwdin spin population.
Cartesian coordinates (Å):
H 1.5609 -0.0022 -1.3220  0.00
O -0.8074 -1.7433 -0.8337  -0.08
Li -0.7567 -0.3241 2.9380  0.00
H 1.5045 1.6385 0.4443  0.00
H 0.0168 0.5617 -2.0002  0.00
Cr -1.1371 -3.2850 0.1410  4.16
H 0.0460 -1.6109 0.9795  -0.07
C -0.4719 1.1276 0.9981  0.00
H 0.2510 2.4854 -0.4235  0.00
C 0.5515 0.3433 -1.0660  0.00
C 0.5293 1.4886 -0.0502  0.00
O -1.0843 0.0585 0.5448  -0.01
C -0.2025 -0.7381 -0.3502  0.00

Atomic forces in eV per Å
-0.181 0.298 -0.084
-0.086 -0.185 -1.722
-0.101 0.776 -0.154
-0.238 0.073 -0.175
-0.107 -0.330 0.175
0.813 0.988 0.117
0.704 -0.260 -0.450
-0.011 0.435 -0.386
0.027 -0.185 -0.103
1.363 -0.568 0.347
0.632 0.044 0.729
0.028 -0.925 1.043
-2.843 -0.162 0.663

Summary:
Kohn-Sham gap (alpha / beta), hartree: 0.24856 / 0.26797
E_tot, eV: -36927.6557
Expectation value of S²: 6.114
Energy relative to the best compared isomer or geometry (same formula, charge and spin), eV: 4.362
Spin multiplicity: 5
Total charge: +2

3.
Computed, not measured: a 2-piece molecular cluster, C37H37N5O6S overall in a non-equilibrium geometry, with wB97M-V/def2-TZVPD.

Each line ends with the Löwdin charge.
Cartesian coordinates (Å):
C -4.0626 0.9110 1.2783  -0.06
C -0.5040 2.6361 5.5487  -0.02
C -3.1376 -0.1821 0.9720  -0.09
C 3.5330 0.3420 -4.0298  -0.13
N -3.2526 -0.0066 3.2020  -0.09
C -1.0958 1.4672 5.0839  -0.04
O -6.1806 3.9938 4.5261  0.05
H 0.9194 -4.4156 -4.9104  0.06
H -2.7987 3.5465 7.8823  0.13
H 0.9462 0.7507 -5.2132  0.06
H -1.0853 5.5028 6.9669  0.09
H 1.5265 2.2354 -5.9948  0.08
H -4.8840 1.9661 4.4542  0.11
C 1.7529 -1.2733 -3.5679  -0.29
H 4.3056 5.0320 -3.4510  0.07
H 6.1336 -0.2781 -1.8984  0.08
C -2.9422 1.8029 6.6161  -0.04
C -2.6310 -0.6757 2.1651  0.06
N -6.2090 3.9557 3.2731  -0.31
C 2.9093 1.4458 -4.6195  -0.21
C 2.8955 -3.1415 -4.0965  -0.05
O -4.4903 -0.4272 5.4130  -0.25
H 4.8392 4.3858 -1.8802  0.08
C 2.1353 -1.8880 -0.6165  -0.03
C 0.8244 -0.4846 -2.9460  0.04
C -4.1088 0.9854 2.6971  -0.16
H 2.8427 3.5924 -4.6931  0.12
S -3.1505 -0.3643 4.9033  0.75
H 2.0101 -1.8063 0.4696  0.08
C 1.0715 -3.3478 -2.4477  -0.13
C 1.2073 -2.9616 -1.0998  -0.19
H 0.7929 0.5571 -3.2072  0.04
C 0.3736 -4.5108 -2.8141  -0.19
C -0.4465 4.6232 7.0950  -0.04
N 1.7657 -2.6486 -3.4635  0.00
O -2.2613 -1.4897 4.8986  -0.27
H -0.5885 0.8607 4.3358  0.12
C 3.3449 2.7216 -4.2614  0.00
C -4.8448 1.9396 3.3779  0.09
H -0.8266 -6.5146 0.6333  0.08
C -1.1062 3.3867 6.5640  -0.26
H -6.0471 3.6147 0.6481  0.12
H -0.2224 4.5370 8.1637  0.09
H 0.7002 -6.0496 -4.2713  0.09
C 4.4087 2.8916 -3.3659  -0.27
H -1.9087 -1.4593 2.2842  0.14
C 4.9000 4.2504 -2.9691  -0.06
C -2.3452 1.0835 5.5721  -0.28
C -2.3280 2.9615 7.0911  -0.02
H -4.7821 1.7818 -0.5691  0.12
C -4.7865 1.8376 0.5162  0.02
C 3.6304 -2.0911 -4.5070  -0.06
H 0.1052 -0.9871 -2.3109  0.05
H 1.9074 -0.9037 -1.0353  0.06
H 2.1625 0.6580 -6.4897  0.09
N 2.9359 -0.9342 -4.2112  0.02
H 4.7179 -1.3319 -1.9452  0.07
H 5.8776 1.8980 -2.1440  0.12
C -0.3285 -4.7516 -0.4981  -0.27
C -5.5313 2.8875 2.6030  -0.14
H -0.9877 -4.9731 1.5140  0.07
C -0.3349 -5.1916 -1.8266  -0.01
O -1.9057 -1.6080 -0.2996  0.05
H 3.0740 -4.1972 -4.1444  0.12
C 4.6364 0.4748 -3.1657  -0.18
H -3.8885 1.4797 7.0444  0.12
H 5.8620 -1.3156 -3.3019  0.08
H 0.4427 2.9824 5.1326  0.12
C 1.8258 1.2489 -5.6278  -0.04
O -3.2000 -0.1457 -1.3277  0.08
H 0.4733 -3.3116 0.8930  0.11
H 5.9532 4.3867 -3.2535  0.08
H -0.7084 -5.0313 -4.5851  0.09
O -6.7996 4.8227 2.5850  0.06
H 3.1916 -2.1065 -0.8110  0.07
C 5.0414 1.7676 -2.8361  -0.01
C -5.5028 2.8388 1.1809  0.03
C 0.4510 -3.6483 -0.1488  -0.03
H 0.4891 4.8007 6.5640  0.08
C 5.3587 -0.6856 -2.5582  -0.04
H -0.9082 -6.0792 -2.0979  0.12
C -1.1312 -5.4630 0.5446  -0.06
H 4.5936 -2.0421 -4.9759  0.12
N -2.7406 -0.6589 -0.2847  -0.30
H -2.2015 -5.4445 0.3003  0.08
C 0.3274 -5.0172 -4.2209  -0.04

Atomic forces in eV per Å
0.288 -0.261 0.181
-0.095 -0.096 0.188
-0.390 0.841 1.780
0.069 0.168 0.266
-0.103 0.175 0.631
-0.063 0.018 -0.270
0.058 -0.251 -2.397
-0.175 -0.048 0.062
0.078 -0.238 -0.180
0.092 0.027 -0.078
0.048 -0.121 0.000
-0.110 -0.186 -0.065
-0.057 0.134 0.037
-1.023 0.786 1.496
0.137 -0.035 0.112
-0.084 -0.208 -0.079
-0.172 0.141 -0.236
-1.171 0.699 -0.637
-1.638 2.444 1.409
0.489 -0.162 0.333
1.049 0.246 0.011
0.764 0.090 -0.367
-0.013 0.009 -0.250
-0.017 0.293 0.544
0.702 -0.418 -1.235
0.183 -0.221 -0.981
0.222 -0.227 0.133
0.510 -0.182 -0.407
0.187 -0.058 -0.120
0.178 -0.737 0.155
-0.313 -0.324 -0.054
-0.127 0.174 0.489
-0.314 0.373 0.614
0.133 0.207 -0.045
-0.014 -0.129 0.048
-0.330 0.376 0.229
-0.160 0.151 0.033
0.370 -0.014 0.206
-0.374 0.520 -0.324
-0.088 0.219 0.025
-0.189 -0.157 -0.044
0.143 -0.273 0.012
-0.059 -0.060 -0.156
-0.072 0.206 0.027
-0.250 -0.219 -0.179
0.027 -0.125 0.302
0.067 0.329 0.078
0.052 0.032 0.318
0.054 -0.375 -0.132
0.055 0.053 0.257
-0.361 0.423 0.331
-0.038 -1.034 -0.204
-0.230 0.391 -0.303
0.113 -0.203 -0.038
0.022 0.071 0.248
-0.142 0.591 -0.276
0.051 0.156 -0.307
-0.214 -0.013 -0.199
0.163 0.132 -0.354
1.205 -1.502 -0.999
-0.119 -0.207 -0.101
0.229 0.237 0.374
-1.704 1.912 0.124
0.164 -0.084 -0.052
-0.490 0.536 -0.192
0.136 0.020 -0.214
-0.153 0.151 0.193
-0.204 -0.236 0.102
-0.305 0.347 -0.378
0.538 -0.651 2.158
0.057 -0.174 -0.342
-0.270 0.000 0.037
0.214 0.003 0.045
1.258 -1.874 1.198
-0.230 -0.100 -0.093
-0.049 -0.142 -0.327
0.111 -0.200 0.595
-0.104 -0.241 -0.334
-0.018 0.092 0.089
0.427 -0.175 0.423
0.102 0.164 0.057
-0.179 -0.137 0.248
-0.042 -0.126 -0.262
1.453 -1.496 -2.622
0.202 -0.011 0.081
-0.148 -0.206 -0.450

Summary:
Kohn-Sham gap, hartree: 0.18871
E_tot, eV: -69533.6581
Structure (SMILES): Cc1ccc(S(=O)(=O)n2cc([N+](=O)[O-])c3ccc([N+](=O)[O-])cc32)cc1.C=C1N(c2c(C)cc(C)cc2C)C=CN1c1c(C)cc(C)cc1C

4.
Computed, not measured: one molecule with the formula C2H3N3O3, with wB97M-V/def2-TZVPD.

Each line ends with the Löwdin charge.
Cartesian coordinates (Å):
C -1.1179 0.0575 -0.0341  -0.49
O 2.8534 0.0660 -0.2051  0.15
C 1.6670 0.0979 -0.0507  -0.56
H -0.7823 2.0103 0.2114  0.15
O -0.3633 -1.0691 -0.2345  0.03
H -2.8016 -0.7880 -0.2985  0.07
H 1.3989 -1.8613 0.2172  0.17
N -2.3749 0.1388 -0.1811  0.16
N 0.9199 -0.9731 0.4173  0.13
O 0.9412 1.2004 -0.2404  0.08
N -0.3405 1.1207 0.3985  0.12

Atomic forces in eV per Å
-0.620 -0.471 -0.196
-0.185 0.093 -0.082
0.838 -0.348 0.257
-0.026 0.061 0.049
-0.094 0.196 0.186
0.246 0.415 -0.015
-0.416 0.554 0.149
0.874 -0.434 0.105
-0.151 -0.733 -0.297
-0.571 0.410 -0.204
0.103 0.258 0.048

Summary:
Kohn-Sham gap, hartree: 0.39448
E_tot, eV: -12732.3520
Structure (SMILES): [H]/N=C1/NOC(=O)NO1
Energy relative to the best compared isomer or geometry (same formula, charge and spin), eV: 1.606

5.
Computed, not measured: C6H5BrNO5 as an isolated structure in a non-equilibrium geometry, with wB97M-V/def2-TZVPD.

Each line ends with the Löwdin charge.
Cartesian coordinates (Å):
C 0.2789 1.0202 0.9441  -0.39
H -0.8610 -1.1045 -1.9358  0.09
C -0.9643 1.2060 1.4733  -0.05
O 1.3621 -1.4855 -1.1835  -0.07
C -1.0336 -0.4059 -0.1137  -0.29
O -1.3005 -1.3096 -1.1122  0.04
N 0.2915 0.0113 0.0607  -0.05
O 1.4103 1.6253 1.4462  0.03
H -1.2801 1.9902 2.1163  0.09
H 2.0212 0.9860 1.0458  0.05
C 2.3414 -0.1959 -4.8646  -0.62
C 1.5416 -0.3415 -0.4488  -0.30
C -1.7969 0.2636 0.8498  -0.04
O 2.5271 -1.2515 -4.4351  0.13
H 2.1434 -1.5545 -1.6498  0.02
Br 1.7579 1.2036 -2.3934  0.15
H -2.8331 -0.0018 0.9292  0.09
O 2.1434 0.7234 -5.5327  0.13

Atomic forces in eV per Å
-0.590 2.385 3.396
0.523 0.468 -0.027
0.423 0.115 -0.285
-2.177 0.967 1.864
0.075 0.133 0.343
-1.222 -0.197 1.269
0.564 -0.307 -0.865
-0.772 -1.112 -1.176
0.072 0.246 0.614
1.475 0.236 -0.171
-0.376 -0.092 -0.697
-0.628 -1.068 -0.076
-0.092 -2.199 -3.034
0.361 -0.889 0.828
2.716 -0.565 -1.646
-0.026 0.485 -0.313
-0.366 0.501 0.273
0.040 0.894 -0.296

Summary:
Kohn-Sham gap, hartree: 0.26290
E_tot, eV: -88073.4362
Energy relative to the best compared isomer or geometry (same formula, charge and spin), eV: 0.057
Total charge: -1

6.
Computed, not measured: one molecule with the formula C6H8BrN3 in a non-equilibrium geometry, with wB97M-V/def2-TZVPD.

Each line ends with the Löwdin charge.
Cartesian coordinates (Å):
H 2.0645 -1.5085 -0.5486  0.09
H 0.4900 2.2615 1.3867  0.09
C 0.9715 1.9876 0.4590  -0.08
H 2.0622 1.5851 0.5798  0.12
C 0.7702 -0.0051 -1.0046  -0.15
N -0.8689 -2.1866 0.1635  -0.01
C -1.9499 -0.0321 0.2949  -0.65
H -2.5777 -1.9486 1.1677  0.09
C -1.8404 -1.4881 0.5514  -0.18
N 0.2574 -2.2125 -0.2471  0.01
H 1.6345 0.4274 -1.5215  0.13
N 0.2128 1.0245 -0.1987  -0.24
H 1.1378 2.7907 -0.3186  0.11
C 1.1998 -1.1441 -0.1023  -0.17
C -1.0608 0.9538 0.2419  -0.10
Br -3.7613 0.5883 -0.0350  0.67
H 1.2221 -0.8161 0.9111  0.12
H 0.0361 -0.2773 -1.7796  0.15

Atomic forces in eV per Å
2.011 -0.765 0.153
0.309 0.450 -0.026
4.250 1.166 -1.360
-1.860 0.591 0.406
0.312 1.021 -0.886
-0.657 -1.839 0.636
-1.072 -0.791 -0.348
-0.589 -0.267 0.159
-0.930 3.220 0.528
1.925 -1.387 -1.769
-0.001 -0.158 -0.052
-4.561 -1.188 1.115
-0.253 0.067 1.390
-1.676 0.115 -0.615
1.706 -0.016 -0.889
0.177 -0.310 0.265
0.640 0.305 0.880
0.267 -0.212 0.411

Summary:
Kohn-Sham gap (alpha / beta), hartree: 0.26994 / 0.26622
E_tot, eV: -80858.3958
Energy relative to the best compared isomer or geometry (same formula, charge and spin), eV: 5.611

7.
Computed, not measured: an isolated ion of composition C3H7N4 and charge +1 in a non-equilibrium geometry, with wB97M-V/def2-TZVPD.

Each line ends with the Löwdin charge.
Cartesian coordinates (Å):
H 2.1718 1.2708 0.3057  0.13
H 0.2555 2.7414 0.9241  0.11
N -0.9701 -2.6035 -0.8470  -0.06
N 1.6196 0.4782 0.0723  0.23
N -1.7606 -3.2107 -1.2969  0.30
N -0.5406 -0.4369 -0.0190  0.11
H 0.9616 -1.8596 -0.3600  0.12
C 0.3014 0.5640 0.2875  -0.34
C -0.3447 1.8784 0.5515  0.01
H -0.7376 2.1017 -0.4950  0.13
H 2.0418 -0.4357 0.0276  0.11
H -1.4797 -0.4617 0.1657  0.13
H -1.3862 1.7140 1.0889  0.14
C -0.1321 -1.7404 -0.4055  -0.13

Atomic forces in eV per Å
0.541 0.372 0.165
-0.448 -1.070 -0.115
2.533 2.762 0.929
-1.595 -0.909 0.459
-3.135 -2.892 -1.471
3.207 -0.570 -0.138
-1.191 -1.061 -0.349
-0.983 -0.299 -0.811
-2.857 0.187 -0.762
0.655 0.388 1.110
0.419 0.302 -0.142
-2.750 1.296 0.928
2.439 0.499 -0.524
3.165 0.996 0.721

Summary:
Kohn-Sham gap, hartree: 0.32482
E_tot, eV: -9175.9125
Energy relative to the best compared isomer or geometry (same formula, charge and spin), eV: 2.604
Total charge: +1

8.
Computed, not measured: C4H8O3Ru as an isolated structure in a non-equilibrium geometry, with wB97M-V/def2-TZVPD.

Each line ends with the Löwdin spin population.
Cartesian coordinates (Å):
O 1.9935 -0.7684 -0.9266  0.23
Ru -1.6373 -0.9195 0.8416  3.19
O -0.0669 -0.9393 -0.1608  0.38
H -3.9249 -0.0312 3.1662  0.02
C 0.9128 -0.2894 -0.4656  0.59
H 2.2118 2.6913 -1.6519  0.04
H -4.6480 -1.6519 3.0557  0.01
C -4.1223 -0.8725 2.4723  0.08
H 2.8721 1.8538 -0.6088  0.04
H 1.8215 1.5200 -2.4779  0.04
C 2.4841 1.5327 -1.5930  0.75
O -2.9600 -1.3731 1.9092  0.50
C 2.9698 0.0981 -1.6089  0.10
H 3.0371 -0.3063 -2.6246  0.01
H 3.8940 -0.0415 -1.0384  0.01
H -4.8373 -0.5030 1.7115  0.02

Atomic forces in eV per Å
0.816 0.109 -0.681
-2.629 -0.018 1.525
4.618 0.453 -2.474
0.204 -0.416 -0.364
-1.483 -0.317 0.297
0.910 -0.911 -0.323
0.438 0.206 -0.345
-2.092 0.579 1.181
-0.723 0.568 0.418
-0.797 0.534 0.242
0.228 0.954 -0.276
-0.892 -0.355 0.731
0.918 -1.549 0.046
0.098 0.208 0.244
-0.111 0.207 -0.331
0.500 -0.250 0.111

Summary:
Kohn-Sham gap (alpha / beta), hartree: 0.22946 / 0.16308
E_tot, eV: -12972.4853
Expectation value of S²: 12.016
Energy relative to the best compared isomer or geometry (same formula, charge and spin), eV: 0.910
Spin multiplicity: 7
Total charge: +2